This record from the OMol25 dataset describes a 2-piece molecular cluster, C5H12NO overall. The level of theory is wB97M-V/def2-TZVPD.

```
! RIJCOSX wB97M-V def2-TZVPD def2/J DEFGRID3
* xyz -1 1
O -0.07053 -0.90106 2.64261
N -0.53341 -2.57919 1.01623
C -0.41941 1.29577 0.47369
C -0.00444 2.51241 -1.63979
C 0.47903 -1.87440 1.93734
C 0.30404 -0.02132 -1.49271
C -0.10268 1.25650 -0.81194
H -0.30599 0.42403 1.13377
H 1.34201 0.02596 -1.81902
H 0.18683 -0.87077 -0.81660
H -0.75062 2.24415 0.88030
H -0.62507 2.44846 -2.54287
H 1.28377 -1.53690 1.24018
H -1.39593 -2.10781 1.27131
H -0.35845 3.36760 -1.05942
H -0.66436 -3.52476 1.35585
H 1.02352 2.72036 -1.94521
H 0.93767 -2.70392 2.54514
H -0.32597 -0.17512 -2.36887
*
```

ΔE to the lowest compared entry with this formula, charge and spin ... 64.8 kJ/mol
Strongest force on any atom ... 0.0119 hartree/bohr
Frontier orbital gap ... 0.2352 Eh

---

This record from the OMol25 dataset describes the molecule C5H10N2 in a non-equilibrium geometry. The level of theory is wB97M-V/def2-TZVPD.

```
! RIJCOSX wB97M-V def2-TZVPD def2/J DEFGRID3
* xyz 0 1
N -1.73215 -0.80366 -0.27863
N -0.70766 -0.19176 0.22722
C -2.85866 -0.42322 0.07777
C 1.89618 -1.34790 0.14345
C -0.42133 1.25189 -0.16974
C 1.14530 1.16244 0.08585
C 0.86404 -0.36645 -0.41813
H 2.94132 -1.02289 -0.33955
H -3.66928 -1.00000 0.02965
H 1.75076 2.08223 -0.30190
H 0.79993 -0.53395 -1.52089
H -2.91957 0.39835 0.87866
H 1.48230 -2.30845 -0.21843
H -0.95712 1.98798 0.44121
H 1.28619 1.04872 1.38744
H 1.78240 -1.32179 1.34919
H -0.68265 1.38846 -1.37318
*
```

ΔE to the lowest compared entry with this formula, charge and spin ... 523.1 kJ/mol
Strongest force on any atom ... 0.1448 hartree/bohr
SMILES ... C=NN1CC[C@H]1C
Frontier orbital gap ... 0.3585 Eh

---

This record from the OMol25 dataset describes a 2-piece molecular cluster, C2H4BrClOS overall in a non-equilibrium geometry. The level of theory is wB97M-V/def2-TZVPD.

```
! RIJCOSX wB97M-V def2-TZVPD def2/J DEFGRID3
* xyz 0 1
Br 2.87446 -0.83508 0.84256
Cl -2.41599 0.32942 -0.93585
S 0.83316 -1.70256 0.97366
O 0.43495 -2.03500 -0.38635
C -0.65629 0.51437 -0.73985
C -0.30112 0.73893 0.63224
H 0.63537 1.07831 0.71097
H -1.07010 0.90968 1.30164
H -0.19277 1.46890 -1.31806
H -0.14168 -0.46698 -1.08096
*
```

ΔE to the lowest compared entry with this formula, charge and spin ... 172.6 kJ/mol
Strongest force on any atom ... 0.0738 hartree/bohr
Frontier orbital gap (spin up / spin down) ... 0.2787 / 0.3078 Eh

---

This record from the OMol25 dataset describes a 2-piece molecular cluster, C4H5ClN2O2 overall in a non-equilibrium geometry. The level of theory is wB97M-V/def2-TZVPD.

```
! RIJCOSX wB97M-V def2-TZVPD def2/J DEFGRID3
* xyz 0 1
Cl 0.48555 1.66772 0.17203
O 4.08998 0.73748 0.82834
O 0.15580 -2.03310 -0.17939
N 2.59508 -0.18925 -0.77595
N -1.40287 -0.23512 -0.07790
C -2.50383 0.10717 0.75801
C -0.44398 -1.04960 -0.31139
C 3.41475 0.20224 0.02421
C -0.29915 0.42301 -0.72632
H 2.81699 -1.10709 -1.09900
H -2.09496 0.81047 1.50618
H -0.62126 0.73971 -1.73339
H -3.25206 0.71745 0.34495
H -2.94006 -0.79110 1.26963
*
```

ΔE to the lowest compared entry with this formula, charge and spin ... 265.9 kJ/mol
Strongest force on any atom ... 0.0712 hartree/bohr
SMILES ... CN1C(=O)[C@@H]1Cl.N=C=O
Frontier orbital gap ... 0.3708 Eh

---

What is the formula in the fourth record? C4H5ClN2O2